The following is a DFT calculation (the ωB97M-V functional and the def2-TZVPD basis) of a structure of composition C26H22N2O4SSr.

Properties
- DFT total energy (eV) = -50158.867
- HOMO-LUMO gap (eV) = 6.9494
- LUMO energy (eV) = -0.54

Positions of all 56 atoms, in Å:
1 Sr 0.215 -0.747 0.195
2 C 2.019 -0.657 2.050
3 C 1.187 -1.926 2.144
4 C 1.742 -2.861 3.205
5 O 1.112 -2.586 0.872
6 C -0.238 -1.437 2.524
7 O -0.386 -0.866 3.591
8 O -1.096 -1.621 1.598
9 H 3.025 -0.852 1.673
10 H 2.098 -0.238 3.049
11 H 1.541 0.097 1.436
12 H 2.810 -3.024 3.052
13 H 1.231 -3.822 3.156
14 H 1.579 -2.423 4.187
15 H 0.153 -2.790 0.845
16 C -2.455 3.554 -0.909
17 C -1.913 2.375 -0.382
18 N -0.627 2.100 -0.401
19 C 0.215 2.987 -0.957
20 C -0.225 4.222 -1.474
21 C -1.606 4.485 -1.445
22 C 0.717 5.162 -2.000
23 C 2.035 4.877 -2.027
24 C 2.519 3.613 -1.563
25 C 3.879 3.270 -1.627
26 C 4.282 2.028 -1.212
27 C 3.309 1.141 -0.739
28 N 2.029 1.437 -0.649
29 C 1.621 2.658 -1.043
30 H -3.523 3.719 -0.884
31 H -2.553 1.623 0.066
32 H -1.978 5.417 -1.852
33 H 0.347 6.109 -2.374
34 H 2.753 5.589 -2.417
35 H 4.591 3.989 -2.014
36 H 5.319 1.726 -1.253
37 H 3.602 0.143 -0.429
38 C -7.628 2.009 -4.953
39 C -7.286 1.032 -6.036
40 O -7.881 0.036 -6.306
41 S -5.761 1.515 -6.983
42 C -4.599 0.958 -5.745
43 C -3.749 1.879 -5.144
44 C -2.827 1.453 -4.203
45 C -2.747 0.104 -3.841
46 C -3.605 -0.811 -4.462
47 C -4.519 -0.389 -5.412
48 C -1.818 -0.317 -2.837
49 C -1.026 -0.619 -1.954
50 H -8.503 1.676 -4.396
51 H -7.816 2.981 -5.407
52 H -6.772 2.119 -4.286
53 H -3.813 2.925 -5.419
54 H -2.156 2.158 -3.728
55 H -3.535 -1.856 -4.191
56 H -5.176 -1.101 -5.895

***

The following is a DFT calculation (the ωB97M-V functional and the def2-TZVPD basis) of an isolated molecule of C4H7NO3.

Properties
- DFT total energy (eV) = -11888.121
- structure (SMILES) = CC(=O)ON(C)C=O
- HOMO-LUMO gap (eV) = 10.3320
- LUMO energy (eV) = 0.59

Positions of all 15 atoms, in Å:
1 C 2.465 -0.582 -0.351
2 C 1.108 -0.336 0.225
3 O 1.025 0.031 1.434
4 O 0.070 -0.664 -0.596
5 N -1.053 0.009 -0.118
6 C -1.331 1.465 -0.189
7 C -1.884 -0.915 0.371
8 O -1.534 -2.047 0.071
9 H 3.241 0.104 0.409
10 H 2.182 -0.060 -1.472
11 H 2.921 -1.756 -0.450
12 H -0.282 2.109 0.124
13 H -1.772 2.019 -1.229
14 H -2.352 1.380 0.583
15 H -2.806 -0.756 1.187

***

The following is a DFT calculation (the ωB97M-V functional and the def2-TZVPD basis) of a structure of composition C5H10N4O4S2.

Properties
- DFT total energy (eV) = -41162.662
- HOMO-LUMO gap (eV) = 8.5131
- LUMO energy (eV) = -0.01

Positions of all 25 atoms, in Å:
1 C -0.183 0.205 -1.302
2 C -3.551 -0.209 0.532
3 C 0.521 -0.900 0.674
4 C 2.893 -0.585 1.077
5 C 1.432 1.246 0.470
6 N -3.721 0.285 -0.601
7 N 1.834 -1.408 0.570
8 N 0.567 0.257 -0.223
9 N 2.745 0.847 0.707
10 O -1.009 -0.840 -1.436
11 O -3.032 -1.030 -2.730
12 O -0.187 1.106 -2.186
13 O -1.470 1.404 0.171
14 S -1.948 -0.071 -2.575
15 S -2.465 1.451 -0.944
16 H -2.931 0.205 1.234
17 H -4.030 -1.071 0.939
18 H -0.288 -1.502 0.240
19 H 0.155 -0.753 1.633
20 H 2.890 -0.798 2.220
21 H 3.763 -0.977 0.577
22 H 1.435 2.191 -0.086
23 H 1.042 1.497 1.519
24 H 2.182 -1.548 -0.416
25 H 3.358 0.998 -0.063

***

The following is a DFT calculation (the ωB97M-V functional and the def2-TZVPD basis) of a cluster of 2 separate species, C2H8NS in total.

Properties
- net charge = -1
- DFT total energy (eV) = -14529.412
- HOMO-LUMO gap (eV) = 6.3401
- LUMO energy (eV) = 3.79

Positions of all 12 atoms, in Å:
1 S -2.030 -1.173 -2.828
2 H -1.922 0.113 -2.457
3 C -0.238 -0.961 0.504
4 N 0.723 -0.011 -0.013
5 C 1.106 1.128 0.811
6 H -0.581 -1.583 -0.324
7 H -1.083 -0.445 0.985
8 H 0.200 -1.665 1.215
9 H 0.352 0.316 -0.895
10 H 0.617 1.083 1.784
11 H 2.190 1.187 0.868
12 H 0.667 2.012 0.348

***

The following is a DFT calculation (the ωB97M-V functional and the def2-TZVPD basis) of an isolated molecule of C9H16N4O4.

Properties
- DFT total energy (eV) = -23743.567
- structure (SMILES) = CCOC(=O)N1CCN(C(=O)C(=O)NN)CC1
- HOMO-LUMO gap (eV) = 10.0139
- LUMO energy (eV) = 0.69

Positions of all 33 atoms, in Å:
1 C 3.640 0.770 3.881
2 C 4.073 -0.170 2.765
3 O 3.092 -0.245 1.731
4 C 2.065 -1.093 1.956
5 O 1.949 -1.792 2.935
6 N 1.190 -1.080 0.923
7 C 1.320 -0.151 -0.184
8 C 0.236 -0.427 -1.219
9 N -1.070 -0.303 -0.608
10 C -2.136 0.347 -1.093
11 O -3.194 0.399 -0.471
12 C -2.063 1.044 -2.451
13 O -1.089 1.144 -3.185
14 N -3.259 1.564 -2.753
15 N -3.466 2.396 -3.861
16 C -1.225 -0.919 0.707
17 C -0.045 -1.828 1.014
18 H 3.419 1.756 3.480
19 H 4.435 0.854 4.616
20 H 2.751 0.376 4.368
21 H 4.247 -1.174 3.164
22 H 4.975 0.196 2.269
23 H 2.307 -0.266 -0.641
24 H 1.235 0.880 0.180
25 H 0.316 0.282 -2.042
26 H 0.357 -1.438 -1.623
27 H -3.993 1.516 -2.054
28 H -4.034 1.912 -4.558
29 H -2.544 2.567 -4.266
30 H -1.300 -0.128 1.462
31 H -2.164 -1.478 0.722
32 H -0.025 -2.677 0.321
33 H -0.118 -2.218 2.031

***

The following is a DFT calculation (the ωB97M-V functional and the def2-TZVPD basis) of a cluster of 2 separate species, CH2N2O3S in total.

Properties
- DFT total energy (eV) = -21025.876
- HOMO-LUMO gap (eV) = 10.3223
- LUMO energy (eV) = 0.50

Positions of all 9 atoms, in Å:
1 C 0.566 -0.456 -0.280
2 N -0.733 1.677 2.178
3 N 0.328 1.593 1.852
4 O -1.528 0.862 -1.361
5 O 0.434 -0.784 -1.708
6 O -0.076 -1.222 0.599
7 S -0.102 0.770 -1.443
8 H 1.543 -0.406 -0.055
9 H -0.432 -2.033 0.218

***

The following is a DFT calculation (the ωB97M-V functional and the def2-TZVPD basis) of an isolated molecule of C4H8N2.

Properties
- DFT total energy (eV) = -7253.887
- structure (SMILES) = C=CCNN=C
- HOMO-LUMO gap (eV) = 9.9137
- LUMO energy (eV) = 1.07

Positions of all 14 atoms, in Å:
1 C 0.452 0.802 -2.840
2 C -0.065 0.005 -1.811
3 C 0.632 -0.026 -0.499
4 N -0.380 -0.140 0.621
5 N 0.033 0.143 1.896
6 C -0.690 -0.590 2.712
7 H 1.434 1.524 -2.826
8 H 0.075 0.778 -3.857
9 H -0.957 -0.620 -1.976
10 H 1.299 0.807 -0.220
11 H 1.438 -0.878 -0.573
12 H -0.668 -1.209 0.406
13 H -0.700 -0.179 3.796
14 H -1.469 -1.392 2.254

***

The following is a DFT calculation (the ωB97M-V functional and the def2-TZVPD basis) of a structure of composition C31H33Cl2N5OS4Ti.

Properties
- DFT total energy (eV) = -133683.014
- HOMO-LUMO gap (eV) = 6.1719
- LUMO energy (eV) = -0.77

Positions of all 77 atoms, in Å:
1 Ti -0.446 0.845 0.067
2 C 2.860 -0.156 -2.195
3 C 2.076 1.048 -2.724
4 C 1.972 2.192 -1.729
5 N 1.525 1.771 -0.399
6 C 2.221 2.112 0.651
7 C 3.353 2.987 0.661
8 C 4.364 3.126 1.577
9 C 4.550 2.524 2.824
10 C 3.582 1.832 3.510
11 C 2.262 1.577 3.148
12 C 1.590 1.764 1.936
13 N 0.271 1.602 1.817
14 C -0.588 1.840 2.976
15 C -1.112 0.596 3.683
16 C -1.882 -0.257 2.685
17 N -0.988 -0.592 1.584
18 C -0.110 -1.550 1.732
19 C -0.199 -2.535 2.767
20 C 0.702 -3.463 3.204
21 C 1.992 -3.758 2.739
22 C 2.550 -3.261 1.594
23 C 2.011 -2.388 0.639
24 C 0.839 -1.647 0.618
25 N 0.455 -0.912 -0.460
26 C 0.703 -1.476 -1.795
27 C 2.100 -1.449 -2.436
28 H 3.038 -0.040 -1.121
29 H 3.843 -0.217 -2.666
30 H 1.075 0.750 -3.038
31 H 2.556 1.447 -3.621
32 H 1.257 2.925 -2.105
33 H 2.940 2.683 -1.673
34 H 3.454 3.617 -0.210
35 H 5.149 3.813 1.274
36 H 5.500 2.689 3.316
37 H 3.852 1.477 4.499
38 H 1.663 1.120 3.925
39 H -1.447 2.412 2.607
40 H -0.053 2.489 3.675
41 H -1.769 0.907 4.499
42 H -0.296 0.013 4.119
43 H -2.709 0.318 2.274
44 H -2.321 -1.141 3.147
45 H -1.130 -2.528 3.313
46 H 0.367 -4.052 4.052
47 H 2.572 -4.470 3.311
48 H 3.550 -3.612 1.360
49 H 2.655 -2.217 -0.209
50 H 0.006 -0.968 -2.458
51 H 0.362 -2.515 -1.772
52 H 1.938 -1.580 -3.512
53 H 2.694 -2.312 -2.129
54 O -5.894 4.946 -1.709
55 C -4.960 4.258 -1.414
56 S -3.271 4.825 -1.407
57 C -2.556 3.304 -0.911
58 C -3.387 2.272 -0.700
59 S -2.800 0.714 -0.222
60 S -5.102 2.555 -0.910
61 S -0.846 3.131 -0.703
62 Cl -3.801 2.458 -4.346
63 C -2.053 2.202 -4.323
64 Cl -1.619 0.589 -3.730
65 H -1.608 2.932 -3.653
66 H -1.695 2.300 -5.340
67 C -3.873 -4.567 -2.209
68 C -4.263 -3.284 -2.554
69 C -3.508 -2.214 -2.092
70 N -2.422 -2.358 -1.339
71 C -2.058 -3.595 -1.011
72 C -2.746 -4.729 -1.416
73 H -4.436 -5.426 -2.548
74 H -5.135 -3.106 -3.167
75 H -3.785 -1.192 -2.330
76 H -1.174 -3.686 -0.386
77 H -2.404 -5.710 -1.115

***

The following is a DFT calculation (the ωB97M-V functional and the def2-TZVPD basis) of the ion C19H31N6S with charge +1.

Properties
- net charge = +1
- DFT total energy (eV) = -39975.297
- structure (SMILES) = CCC[C@H](c1nnnn1Cc1cccs1)N1CC[NH+](C2CCCC2)CC1
- HOMO-LUMO gap (eV) = 9.3696
- LUMO energy (eV) = -2.10

Positions of all 57 atoms, in Å:
1 C 3.808 3.524 -2.225
2 C 2.355 3.223 -1.883
3 C 2.213 1.847 -1.236
4 C 0.733 1.509 -0.960
5 C 0.626 0.257 -0.143
6 N 0.071 -0.875 -0.537
7 N 0.182 -1.737 0.472
8 N 0.768 -1.204 1.446
9 N 1.069 0.054 1.118
10 C 1.701 0.948 2.069
11 C 1.060 0.802 3.410
12 C -0.083 1.399 3.854
13 C -0.424 1.007 5.165
14 C 0.460 0.119 5.688
15 S 1.725 -0.263 4.600
16 N -0.008 1.471 -2.199
17 C -1.412 1.763 -2.199
18 C -2.317 0.521 -1.992
19 N -1.656 -0.696 -2.517
20 C -2.581 -1.831 -2.817
21 C -1.808 -3.153 -2.831
22 C -1.784 -3.645 -1.373
23 C -2.846 -2.823 -0.626
24 C -3.615 -2.083 -1.721
25 C -0.834 -0.325 -3.685
26 C 0.369 0.498 -3.211
27 H 3.892 4.507 -2.679
28 H 4.426 3.507 -1.331
29 H 4.199 2.790 -2.926
30 H 1.748 3.258 -2.788
31 H 1.977 3.986 -1.199
32 H 2.774 1.830 -0.301
33 H 2.648 1.092 -1.892
34 H 0.310 2.331 -0.366
35 H 1.591 1.970 1.697
36 H 2.762 0.690 2.132
37 H -0.656 2.103 3.275
38 H -1.285 1.374 5.693
39 H 0.446 -0.337 6.658
40 H -1.634 2.499 -1.425
41 H -1.650 2.228 -3.161
42 H -2.518 0.371 -0.930
43 H -3.264 0.676 -2.513
44 H -0.958 -0.991 -1.739
45 H -3.056 -1.606 -3.777
46 H -2.351 -3.858 -3.459
47 H -0.804 -3.061 -3.240
48 H -0.807 -3.496 -0.918
49 H -2.007 -4.708 -1.330
50 H -2.369 -2.122 0.058
51 H -3.507 -3.452 -0.036
52 H -4.374 -2.743 -2.143
53 H -4.123 -1.192 -1.362
54 H -0.481 -1.222 -4.192
55 H -1.454 0.240 -4.385
56 H 1.125 -0.179 -2.808
57 H 0.803 1.013 -4.077

***

The following is a DFT calculation (the ωB97M-V functional and the def2-TZVPD basis) of a cluster of 12 separate species, C34H86Br8Cl4N6O6 in total.

Properties
- DFT total energy (eV) = -668305.265
- structure (SMILES) = COC[C@H](C)N.COC[C@H](C)N.COC[C@H](C)N.COC[C@H](C)N.COC[C@H](C)N.COC[C@H](C)N.BrCCBr.BrCCBr.BrCCBr.BrCCBr.ClCCl.ClCCl
- HOMO-LUMO gap (eV) = 8.6956
- LUMO energy (eV) = 0.13

Positions of all 144 atoms, in Å:
1 C -1.470 -3.558 -5.859
2 O -0.536 -2.589 -6.324
3 C -1.025 -1.296 -6.473
4 C 0.125 -0.325 -6.794
5 C 0.684 -0.537 -8.191
6 N 1.225 -0.517 -5.815
7 H -0.886 -4.473 -5.780
8 H -2.184 -3.756 -6.664
9 H -1.931 -3.221 -4.933
10 H -1.779 -1.241 -7.275
11 H -1.540 -0.935 -5.568
12 H -0.222 0.704 -6.677
13 H -0.088 -0.761 -8.928
14 H 1.349 -1.407 -8.245
15 H 1.316 0.283 -8.535
16 H 1.505 -1.474 -6.021
17 H 0.754 -0.541 -4.911
18 C -1.750 -5.541 0.843
19 O -0.665 -5.241 1.699
20 C 0.551 -5.684 1.145
21 C 1.686 -4.885 1.791
22 C 1.753 -3.471 1.231
23 N 2.948 -5.594 1.518
24 H -1.820 -6.589 0.539
25 H -1.671 -4.956 -0.082
26 H -2.674 -5.221 1.319
27 H 0.699 -6.755 1.339
28 H 0.603 -5.520 0.062
29 H 1.500 -4.843 2.869
30 H 2.298 -3.276 0.309
31 H 2.247 -2.842 1.984
32 H 0.773 -2.982 1.217
33 H 2.817 -6.564 1.790
34 H 3.710 -5.256 2.095
35 C -5.469 3.793 5.512
36 O -5.235 2.577 4.843
37 C -4.564 2.768 3.594
38 C -4.468 1.393 2.915
39 C -3.453 1.466 1.766
40 N -5.721 0.897 2.328
41 H -6.398 4.313 5.250
42 H -4.612 4.466 5.437
43 H -5.653 3.532 6.558
44 H -4.993 3.504 2.909
45 H -3.545 3.002 3.925
46 H -4.200 0.724 3.743
47 H -2.638 2.118 2.092
48 H -3.952 1.918 0.909
49 H -3.113 0.464 1.506
50 H -6.410 0.776 3.065
51 H -5.537 -0.019 1.936
52 C -1.143 3.185 8.217
53 O -0.831 2.323 7.161
54 C -0.932 2.925 5.901
55 C -0.513 1.919 4.826
56 C 0.761 1.167 5.202
57 N -0.450 2.560 3.521
58 H -0.383 3.975 8.301
59 H -1.149 2.651 9.164
60 H -2.111 3.681 8.066
61 H -1.965 3.275 5.757
62 H -0.324 3.838 5.786
63 H -1.325 1.187 4.781
64 H 0.567 0.280 5.808
65 H 1.443 1.846 5.720
66 H 1.245 0.785 4.302
67 H -0.005 1.945 2.844
68 H 0.199 3.359 3.561
69 C 0.998 5.180 -1.601
70 O 1.778 4.931 -0.450
71 C 1.045 4.873 0.743
72 C 2.045 4.946 1.872
73 C 3.161 3.908 1.879
74 N 1.388 4.970 3.209
75 H 1.653 4.948 -2.444
76 H 0.704 6.230 -1.660
77 H 0.151 4.498 -1.710
78 H 0.297 5.670 0.861
79 H 0.447 3.954 0.851
80 H 2.580 5.906 1.814
81 H 3.815 4.024 1.015
82 H 2.717 2.909 1.815
83 H 3.808 3.960 2.757
84 H 2.130 5.115 3.883
85 H 0.803 5.802 3.208
86 C 0.361 -2.169 -2.638
87 O 0.573 -0.812 -2.338
88 C -0.089 -0.371 -1.176
89 C 0.798 0.530 -0.266
90 C 1.856 -0.320 0.439
91 N -0.080 1.097 0.770
92 H 0.865 -2.398 -3.575
93 H -0.705 -2.407 -2.756
94 H 0.702 -2.872 -1.867
95 H -0.982 0.187 -1.487
96 H -0.388 -1.207 -0.528
97 H 1.239 1.280 -0.925
98 H 2.333 0.352 1.161
99 H 2.559 -0.744 -0.270
100 H 1.379 -1.044 1.101
101 H -0.574 0.256 1.101
102 H -0.839 1.642 0.364
103 Br -3.691 -6.415 -5.046
104 C -4.980 -5.440 -3.926
105 C -4.501 -4.055 -3.526
106 Br -2.836 -4.187 -2.462
107 H -5.108 -5.972 -2.987
108 H -5.905 -5.396 -4.493
109 H -5.258 -3.672 -2.844
110 H -4.217 -3.317 -4.266
111 Br -1.314 -1.062 3.098
112 C -0.429 -2.674 3.765
113 C -0.837 -2.925 5.190
114 Br -0.239 -4.699 5.790
115 H 0.641 -2.489 3.697
116 H -0.637 -3.450 3.034
117 H -1.887 -2.928 5.470
118 H -0.402 -2.211 5.888
119 Br 4.433 -2.415 -1.612
120 C 4.000 -1.755 -3.405
121 C 4.990 -2.169 -4.459
122 Br 4.352 -1.498 -6.201
123 H 3.874 -0.673 -3.428
124 H 2.993 -2.119 -3.609
125 H 5.164 -3.239 -4.520
126 H 5.930 -1.660 -4.261
127 Br 2.875 1.952 -3.006
128 C 3.414 2.931 -4.669
129 C 3.375 2.015 -5.874
130 Br 4.051 2.934 -7.424
131 H 4.427 3.257 -4.456
132 H 2.748 3.786 -4.740
133 H 2.381 1.636 -6.098
134 H 3.953 1.116 -5.693
135 Cl 4.601 1.658 5.673
136 C 4.093 1.006 4.088
137 Cl 3.752 -0.734 4.221
138 H 3.201 1.501 3.729
139 H 4.941 1.063 3.418
140 Cl -0.360 4.041 -4.829
141 C -0.260 2.274 -4.576
142 Cl -1.754 1.449 -5.074
143 H 0.607 1.882 -5.094
144 H -0.132 2.105 -3.513

***

The following is a DFT calculation (the ωB97M-V functional and the def2-TZVPD basis) of a cluster of 2 separate species, C9H14O in total.

Properties
- net charge = +1
- DFT total energy (eV) = -11598.214
- HOMO-LUMO gap (spin up / spin down) (eV) = 9.8906 / 6.8945
- LUMO energy (spin up / spin down) (eV) = -4.12 / -7.46
- multiplicity = 2

Positions of all 24 atoms, in Å:
1 C -3.055 1.386 -0.360
2 C 0.522 0.479 1.583
3 C 0.407 1.760 0.982
4 C -0.497 -0.463 1.735
5 C -0.780 2.011 0.362
6 C -1.702 -0.215 1.026
7 C -1.781 0.933 0.291
8 O 1.718 -0.143 1.628
9 H 1.119 2.580 0.971
10 H 2.440 0.459 1.386
11 H -0.350 -1.394 2.178
12 H -1.094 2.937 -0.183
13 H -2.445 -0.978 0.985
14 H -3.968 1.324 0.265
15 H -3.245 0.820 -1.277
16 H -3.015 2.434 -0.596
17 C 1.244 -2.017 -1.585
18 C 2.566 -1.366 -1.101
19 H 0.429 -1.320 -1.644
20 H 1.547 -2.505 -2.505
21 H 0.942 -2.912 -1.010
22 H 3.463 -2.008 -1.428
23 H 2.793 -1.403 -0.058
24 H 2.741 -0.400 -1.645